Formula: C8H11BrIO6P
Source: OMol25
Level of theory: ωB97M-V with the def2-TZVPD basis set

ORCA input file:
```
! RIJCOSX wB97M-V def2-TZVPD def2/J DEFGRID3
* xyz 0 1
O -3.29229 5.32732 1.56082
C -2.99539 5.04401 0.46401
O -3.95342 4.69049 -0.46004
C -3.45781 3.53415 -1.04131
O -3.73604 3.31722 -2.16631
C -2.05562 3.17158 -0.48227
P -1.02461 1.63441 -0.66874
O -0.73236 1.18849 -2.23604
I -2.71040 -0.02452 0.04585
C -1.68045 4.32054 0.13789
Br 0.09054 4.74230 0.73800
H -0.02990 1.79812 -2.52687
C 2.37332 -1.05796 -0.77966
O 1.03186 -1.35421 -0.43037
C 0.69875 -2.71985 -0.64851
C 0.70283 -3.50563 0.64928
O 2.01337 -3.60759 1.19209
C 2.23493 -2.70142 2.26036
H 2.61411 -0.07055 -0.38493
H 3.07396 -1.78205 -0.35749
H 2.47858 -1.03428 -1.86995
H 1.37396 -3.17273 -1.38098
H -0.31268 -2.73857 -1.06709
H 0.36219 -4.52467 0.44310
H 0.01491 -3.06072 1.37512
H 1.70796 -3.04536 3.15642
H 1.90555 -1.68997 2.00947
H 3.30414 -2.67855 2.46814
*
```

The calculation puts the HOMO energy at -0.339 Ha.

Here are the Mulliken charges for atoms 1 to 6, given in e:
1. O -0.394
2. C 0.521
3. O -0.325
4. C 0.268
5. O -0.418
6. C 0.423

---

Formula: C8H11BrN2OS2
Source: OMol25
Level of theory: ωB97M-V with the def2-TZVPD basis set

ORCA input file:
```
! RIJCOSX wB97M-V def2-TZVPD def2/J DEFGRID3
* xyz 0 1
C 1.63401 1.90082 -2.21500
C 1.67002 0.53572 -2.52769
C 0.32062 1.52314 -0.30129
C 0.94720 2.40584 -1.19571
C 0.27032 0.25892 -0.65987
C 0.77646 -0.28860 -1.82250
C -1.54710 0.01402 2.80187
C -0.94746 -3.62021 0.70473
N 1.14160 3.74018 -0.89605
N -0.95791 -1.09537 0.35186
O 0.30475 -2.14607 2.29991
S -2.24620 -0.56146 1.22520
S 0.18945 -2.23858 0.85651
Br 0.62723 -2.10364 -2.24086
H 2.11601 2.54173 -3.03798
H 2.06638 0.09405 -3.31774
H -0.23903 1.79065 0.54800
H -1.06644 1.00918 2.79486
H -0.83140 -0.76034 3.12184
H -2.34088 0.09197 3.61793
H -1.45401 -3.33442 -0.15345
H -1.58511 -3.68452 1.49036
H -0.35517 -4.60086 0.59818
H 1.09180 4.34664 -1.81301
H 0.41484 4.18121 -0.23010
*
```

The calculation puts the HOMO energy (alpha / beta) at -0.310 / -0.310 Ha.

Here are the Mulliken charges for atoms 1 to 6, given in e:
1. C -0.396
2. C -0.879
3. C -0.477
4. C 0.814
5. C 0.470
6. C -0.017

---

Formula: C8H11Cl2NSi
Source: OMol25
Level of theory: ωB97M-V with the def2-TZVPD basis set

ORCA input file:
```
! RIJCOSX wB97M-V def2-TZVPD def2/J DEFGRID3
* xyz 0 1
C -3.24568 1.40505 0.01412
C -2.41226 2.47198 0.36554
C -2.69852 0.17297 -0.36037
C -1.04178 2.32623 0.44052
C -1.30533 0.03162 -0.44280
C -0.55051 1.14600 -0.08930
C 1.51084 -1.89886 1.18492
C 2.08624 -1.93649 -1.19163
N 1.95470 -1.13502 0.03258
Si 1.82260 0.58099 -0.09137
Cl 3.04672 1.05936 -1.63362
Cl 2.43501 1.67702 1.49136
H -4.28736 1.63353 0.11977
H -2.97875 3.35328 0.92331
H -3.40599 -0.72570 -0.57740
H -0.46019 3.11863 0.85245
H -0.83639 -0.72943 -0.97182
H 1.63580 -1.31781 2.11310
H 0.43206 -2.06346 1.16179
H 2.25057 -2.72424 1.32476
H 1.09134 -2.11438 -1.66477
H 2.40163 -1.36519 -2.08086
H 2.55523 -2.96610 -0.92027
*
```

The calculation puts the HOMO energy at -0.320 Ha. Its energy relative to the best compared isomer or geometry (same formula, charge and spin) is 33.3 kcal per mole.

Here are the Mulliken charges for atoms 1 to 6, given in e:
1. C -0.369
2. C -0.393
3. C -0.381
4. C -0.474
5. C -0.314
6. C 0.208

---

Formula: C8H11F3N2OS
Source: OMol25
Level of theory: ωB97M-V with the def2-TZVPD basis set

ORCA input file:
```
! RIJCOSX wB97M-V def2-TZVPD def2/J DEFGRID3
* xyz 0 1
C 0.31336 3.09317 -0.89889
C -0.97892 2.91094 -0.87462
C 0.20966 0.78175 -0.56208
C -1.58218 -2.33954 -0.93507
C 2.37690 1.84655 -0.87539
C -0.92809 -0.38505 2.23859
C -0.76214 -1.73659 0.16791
C 0.41614 -2.62633 0.61927
N 0.73064 -0.35525 -0.52355
N 0.97071 1.90607 -0.67912
O -1.49138 -1.14013 1.12708
F 0.86515 -3.52172 -0.30707
F 1.43918 -1.92910 0.99214
F -0.05301 -3.33063 1.67367
S -1.53109 1.29398 -0.55138
H 0.82186 3.97181 -1.14990
H -1.77964 3.73203 -0.82919
H -2.47960 -1.65250 -0.99372
H -0.92248 -2.22502 -1.90195
H -1.83052 -3.41303 -0.86994
H 2.79908 2.30392 -1.74570
H 2.84477 2.51623 -0.10417
H 2.74988 0.78532 -0.82794
H -1.67700 0.15526 2.85801
H -0.12835 0.39557 1.94385
H -0.39291 -1.03772 3.00916
*
```

The calculation puts the HOMO energy at -0.276 Ha. Its energy relative to the best compared isomer or geometry (same formula, charge and spin) is 50.2 kcal per mole.

Here are the Mulliken charges for atoms 1 to 6, given in e:
1. C -0.542
2. C -0.328
3. C 0.677
4. C -1.540
5. C -1.031
6. C -0.661

---

Formula: C8H11FN2
Source: OMol25
Level of theory: ωB97M-V with the def2-TZVPD basis set

ORCA input file:
```
! RIJCOSX wB97M-V def2-TZVPD def2/J DEFGRID3
* xyz 0 3
C 2.41992 1.22154 -0.33815
C 1.80316 1.29968 0.88480
C 1.84283 0.40530 -1.37257
C 0.42912 0.78077 1.08637
C 0.68782 -0.24643 -1.23747
C -0.03042 -0.28819 0.07151
C -1.74178 -2.06874 -0.45267
C -1.02635 -1.06346 0.40418
N -1.84664 2.29291 -0.11174
N -2.52360 1.26484 -0.02500
F -3.18981 1.08200 1.21861
H 3.44125 1.67982 -0.35780
H 2.26060 1.90603 1.64836
H 2.28050 0.33128 -2.38252
H 0.31472 0.53369 2.13090
H 0.40103 -0.86211 -2.04969
H -1.19183 -2.47442 -1.24857
H -1.84263 -2.90949 0.27430
H -2.75716 -1.79364 -0.72548
H -1.22251 -1.26864 1.43359
H -0.18920 1.64274 0.91215
H -1.49101 2.31366 -1.10891
*
```

The calculation puts the HOMO energy (alpha / beta) at -0.195 / -0.343 Ha. Its energy relative to the best compared isomer or geometry (same formula, charge and spin) is 0.0 kcal per mole.

Here are the Mulliken charges for atoms 1 to 6, given in e:
1. C -0.279
2. C -0.698
3. C -0.405
4. C -0.462
5. C -0.675
6. C 0.606

---

Formula: C8H11I2NO
Source: OMol25
Level of theory: ωB97M-V with the def2-TZVPD basis set

ORCA input file:
```
! RIJCOSX wB97M-V def2-TZVPD def2/J DEFGRID3
* xyz 0 1
C 2.39258 -0.41461 0.25479
C 2.60276 0.90626 0.33858
C 1.12811 -0.88490 -0.22474
C 1.46801 1.93212 0.42039
C 0.95061 2.24743 1.55864
C -2.10366 -1.72829 0.16324
C -1.41438 -0.28288 -1.82265
C -1.40778 -0.49651 -0.36563
N -0.01534 -0.38766 0.31168
O 1.03978 -1.49970 -1.27114
I 1.66422 1.64952 3.42842
I -0.63303 3.65431 1.41300
H 3.24218 -0.96934 -0.15396
H 3.68779 1.26647 0.31205
H 1.17928 2.18613 -0.53096
H -0.45855 -0.76552 1.44091
H -2.43972 -1.59288 1.20544
H -3.15119 -1.68880 -0.24763
H -1.61042 -2.68795 -0.00814
H -0.72811 -0.98335 -2.36312
H -0.99843 0.71456 -1.85748
H -2.42868 -0.51432 -2.10114
H -1.96600 0.33991 0.09945
*
```

The calculation puts the HOMO energy at -0.327 Ha. Its energy relative to the best compared isomer or geometry (same formula, charge and spin) is 32.3 kcal per mole.

Here are the Mulliken charges for atoms 1 to 6, given in e:
1. C -0.552
2. C -0.641
3. C 0.751
4. C -0.365
5. C -0.103
6. C -1.516

---

Formula: C8H11I2NO
Source: OMol25
Level of theory: ωB97M-V with the def2-TZVPD basis set

ORCA input file:
```
! RIJCOSX wB97M-V def2-TZVPD def2/J DEFGRID3
* xyz 0 3
C 1.58998 -1.84733 -2.08160
C 1.66390 -0.42916 -1.71891
C -0.67810 -0.89157 0.03097
C 1.12871 -2.22426 -3.27922
C 2.19061 0.06177 -0.60938
C -0.84428 0.72602 2.79446
C -2.31917 1.59704 0.86438
C -0.85783 1.24737 1.37095
N -0.41813 0.17038 0.49133
O -0.89573 -1.94742 -0.41367
I 2.71249 -1.11599 1.01862
I 2.48054 2.08758 -0.27372
H 1.76212 -2.45448 -1.22898
H 1.28773 0.34482 -2.50216
H 1.00815 -3.20047 -3.60708
H 0.80130 -1.45756 -4.11758
H -0.97430 1.66645 3.38884
H -1.64226 0.16684 3.07776
H 0.01584 0.24575 2.94392
H -2.86278 0.75591 0.76625
H -2.38329 2.28050 0.11115
H -2.70813 2.27028 1.62802
H -0.05738 1.94753 1.34564
*
```

The calculation puts the HOMO energy (alpha / beta) at -0.201 / -0.345 Ha. Its energy relative to the best compared isomer or geometry (same formula, charge and spin) is 8.3 kcal per mole.

Here are the Mulliken charges for atoms 1 to 6, given in e:
1. C 0.304
2. C -0.360
3. C 0.780
4. C -1.081
5. C -0.145
6. C -1.536

---

Formula: C8H11IN2
Source: OMol25
Level of theory: ωB97M-V with the def2-TZVPD basis set

ORCA input file:
```
! RIJCOSX wB97M-V def2-TZVPD def2/J DEFGRID3
* xyz 0 3
C -0.10372 1.47445 1.14438
C -0.48868 2.69493 0.63770
C 0.89512 0.04555 3.11941
C 1.64053 1.31313 3.13610
C 0.22672 1.25795 2.59503
C -0.46632 -0.28269 -1.96594
C -1.83557 -0.89633 -2.07877
C 0.40348 -0.18494 -3.15248
N -0.00856 0.48626 0.28407
N 0.01956 0.30995 -0.93757
I -0.35344 4.36605 1.80764
H 1.25426 -0.67958 2.38696
H 0.61600 -0.41309 4.03765
H 1.80453 1.77131 4.12758
H 2.39064 1.38101 2.36529
H -0.42090 1.67594 3.31289
H -2.56569 -0.24473 -2.58386
H -2.22795 -1.29466 -1.16706
H -1.76090 -1.69274 -2.70662
H -0.08297 -0.17423 -4.10629
H 1.30681 -0.84540 -2.90360
H 0.98984 0.76263 -3.21973
*
```

The calculation puts the HOMO energy (alpha / beta) at -0.264 / -0.303 Ha.

Here are the Mulliken charges for atoms 1 to 6, given in e:
1. C 0.394
2. C -0.356
3. C -0.642
4. C -0.456
5. C -0.472
6. C 0.810

---

Formula: C8H11IN3
Source: OMol25
Level of theory: ωB97M-V with the def2-TZVPD basis set

ORCA input file:
```
! RIJCOSX wB97M-V def2-TZVPD def2/J DEFGRID3
* xyz 1 1
C -3.61469 1.32697 0.34547
C -2.05021 0.81801 0.53334
C -0.65722 1.50939 0.71184
C 0.23321 1.38155 -0.31388
C 2.64498 0.74798 0.08480
C -3.40313 -1.02154 -0.03319
C -1.08820 -1.48074 0.47878
C 1.66580 1.86126 -0.24355
N 2.21170 -0.39445 0.26815
N -4.16061 0.20807 -0.01716
N -2.04311 -0.44992 0.25228
I -6.19080 0.18955 -0.08910
H 0.00613 0.74281 -1.02196
H 3.74268 0.98472 -0.14837
H -3.83128 -1.61347 0.87213
H -3.44232 -1.55195 -1.00250
H -1.21442 -1.92736 1.56008
H -1.31894 -2.30653 -0.29981
H -0.03684 -1.17466 0.46142
H 1.80651 2.54571 0.58315
H 1.96172 2.45145 -1.14853
H 2.82349 -1.18015 0.43164
H -0.61298 1.99551 1.59116
*
```

The calculation puts the HOMO energy at -0.473 Ha. Its energy relative to the best compared isomer or geometry (same formula, charge and spin) is 98.0 kcal per mole.

Here are the Mulliken charges for atoms 1 to 6, given in e:
1. C -0.345
2. C 0.757
3. C -0.722
4. C -0.326
5. C -0.127
6. C -0.445

---

Formula: C8H11N
Source: OMol25
Level of theory: ωB97M-V with the def2-TZVPD basis set

ORCA input file:
```
! RIJCOSX wB97M-V def2-TZVPD def2/J DEFGRID3
* xyz 0 1
C 1.20989 -1.26692 1.85373
C 1.78732 0.09289 1.72125
C -2.21908 0.35530 0.77299
C 0.72718 1.12666 -1.32076
C 1.65798 0.07451 -1.74180
C 0.68862 -0.31580 -0.70139
C 1.12009 -0.37898 0.67873
C -3.22415 0.02706 -0.13032
N -1.29206 0.62070 1.43081
H 1.89694 -2.04452 1.92652
H 2.44142 0.82965 2.17378
H 0.38954 -1.47355 2.52759
H 1.15560 1.92579 -0.77705
H 0.03696 1.57247 -2.04681
H 1.41009 -0.31032 -2.85275
H 2.69002 0.17547 -1.48085
H -0.10354 -1.01457 -0.96081
H -2.83158 -0.81334 -0.67858
H -4.17544 -0.08616 0.34575
H -3.36580 0.90367 -0.74003
*
```

The calculation puts the HOMO energy at -0.297 Ha. Its energy relative to the best compared isomer or geometry (same formula, charge and spin) is 78.6 kcal per mole.

Here are the Mulliken charges for atoms 1 to 6, given in e:
1. C -0.734
2. C -0.250
3. C 0.543
4. C -0.682
5. C -0.482
6. C 0.040

---

Formula: C8H11N2O2P
Source: OMol25
Level of theory: ωB97M-V with the def2-TZVPD basis set

ORCA input file:
```
! RIJCOSX wB97M-V def2-TZVPD def2/J DEFGRID3
* xyz 0 1
C -3.20417 -2.31963 0.13900
C -3.67621 -1.04777 0.00898
C -1.86011 -2.50880 0.35876
C -2.84302 0.03282 0.11885
C -1.35974 -0.28436 0.11696
C 2.54046 1.11720 0.83958
C 0.21035 1.53170 -1.30128
C 1.26403 0.18196 0.94842
N -0.96985 -1.50704 0.23198
N -3.33044 1.41046 0.01576
O -4.50617 1.63223 0.10911
O -2.47026 2.25377 -0.10203
P -0.26770 1.08056 0.38818
H -3.79870 -3.12488 0.05833
H -4.78458 -0.99591 -0.12885
H -1.49270 -3.43259 0.47727
H 3.36346 0.57833 0.90632
H 2.70775 1.62867 -0.04147
H 2.40527 1.75422 1.60645
H 1.17577 2.00994 -1.31159
H -0.48744 2.27003 -1.83084
H 0.08404 0.80030 -2.01598
H 0.92036 -0.06346 1.92086
H 1.31744 -0.73397 0.38683
*
```

The calculation puts the HOMO energy at -0.300 Ha. Its energy relative to the best compared isomer or geometry (same formula, charge and spin) is 95.8 kcal per mole.

Here are the Mulliken charges for atoms 1 to 6, given in e:
1. C -0.483
2. C -0.280
3. C -0.604
4. C 0.059
5. C 0.419
6. C -1.547

---

Formula: C8H11N2O2PS
Source: OMol25
Level of theory: ωB97M-V with the def2-TZVPD basis set

ORCA input file:
```
! RIJCOSX wB97M-V def2-TZVPD def2/J DEFGRID3
* xyz 0 1
C -2.01239 1.00671 -0.40557
C 0.16442 2.00067 -0.05003
C -2.60541 2.27761 -0.49673
C -0.39061 3.24643 -0.17246
C -0.61505 0.81224 -0.22505
C -1.79919 3.42693 -0.37212
C -0.07302 -0.51250 -0.04296
C 3.05101 -1.85721 -0.07770
N 1.05403 -0.86200 -0.46625
N 1.62138 -2.03968 -0.32444
O -2.27817 4.72221 -0.37061
O -0.45611 -2.82873 1.75299
P 0.96674 -3.49843 0.27425
S 2.18369 -4.99837 0.73080
H -2.64083 0.10651 -0.53653
H 1.22143 1.92346 0.11836
H -3.64587 2.14764 -0.68383
H 0.32218 4.04679 -0.06253
H -0.77846 -1.10923 0.66391
H 3.38791 -2.88182 -0.01527
H 3.55665 -1.26686 -0.83799
H 3.27286 -1.41814 0.88885
H -3.05761 4.81526 -0.96816
H -0.56454 -3.47195 2.44220
H 0.11496 -3.78754 -0.76315
*
```

The calculation puts the HOMO energy at -0.310 Ha. Its energy relative to the best compared isomer or geometry (same formula, charge and spin) is 48.4 kcal per mole.

Here are the Mulliken charges for atoms 1 to 6, given in e:
1. C -0.514
2. C -0.514
3. C -0.442
4. C -0.375
5. C 0.105
6. C 0.538